Record 1
Computed, not measured: a 16-piece molecular cluster, H32O16 overall, with the ωB97M-V functional and the def2-TZVPD basis.

```
48
H32O16 the ωB97M-V functional and the def2-TZVPD basis
O -3.9870 6.7790 -2.3040
H -3.7710 7.6150 -2.7090
H -3.1830 6.4060 -2.0160
O -4.7770 8.7820 -6.9150
H -4.0830 8.8510 -6.2530
H -4.8300 9.6800 -7.2350
O -7.0600 10.1700 -1.8420
H -7.7050 9.9030 -2.4490
H -6.6760 9.3210 -1.6270
O -3.5370 9.4330 -3.0890
H -3.6710 9.7390 -2.2130
H -4.4050 9.2550 -3.3900
O -5.4740 12.3900 -2.6490
H -4.5960 12.5400 -2.3320
H -5.7220 11.5400 -2.3220
O -2.2110 9.0080 -6.1380
H -1.6440 8.7200 -6.8670
H -1.8350 9.5520 -5.4470
O -5.7140 8.7850 -4.4350
H -5.5080 8.7460 -5.3550
H -6.3880 9.4070 -4.3230
O -6.7090 6.1990 -3.8330
H -6.4460 5.9270 -2.9200
H -6.2850 7.0340 -4.0550
O -1.3730 7.3740 -1.5140
H -0.8250 7.1510 -0.7220
H -1.4510 8.2750 -1.4750
O -3.6550 12.0350 -5.4090
H -3.3080 12.9330 -5.5420
H -3.5950 11.9580 -4.4640
O -1.7080 6.9500 -4.3960
H -1.6980 7.3170 -3.4770
H -1.4050 7.6390 -4.9790
O -1.0030 9.8930 -3.8630
H -1.8720 9.9030 -3.4580
H -0.7370 10.8740 -3.9950
O -2.5120 12.3630 -2.5830
H -1.8580 12.7140 -3.1100
H -2.1310 11.5780 -2.2000
O -1.4040 10.1620 -1.2420
H -0.6780 10.2720 -1.8880
H -0.9390 10.0010 -0.4420
O -4.2230 10.2610 -0.6440
H -5.1280 10.0640 -0.6240
H -3.9990 9.5820 -0.0090
O -2.8380 12.3230 0.5050
H -2.4010 11.9070 1.2560
H -3.1190 11.4670 0.0960
```

The value obtained for the energy above the lowest of the compared OMol25 structures with the same formula, charge and spin is 561.2 kJ/mol. The value obtained for the molecular weight is 288.24 g/mol. Its total charge is 0.

=====

Record 2
Computed, not measured: a 10-piece molecular cluster, C18H58N14O12 overall, with the ωB97M-V functional and the def2-TZVPD basis.

```
102
C18H58N14O12 the ωB97M-V functional and the def2-TZVPD basis
C 2.4904 -2.3854 -3.4101
O 2.5250 -3.6073 -3.6147
N 1.3776 -1.7247 -2.9324
N 3.5804 -1.5566 -3.6438
H 1.2810 -0.7396 -3.2184
H 0.5542 -2.2311 -2.6283
H 4.5111 -1.8849 -3.7986
H 3.4859 -0.5946 -3.3667
C -0.3849 -3.6356 -0.5227
O -0.8057 -3.1501 -1.5791
N 0.5030 -4.6934 -0.4913
N -0.6588 -3.1654 0.7324
H 0.6821 -5.0475 -1.4183
H 0.7197 -5.2303 0.3218
H -0.6326 -3.6562 1.6016
H -1.1982 -2.3114 0.7077
C -2.9340 0.5563 -5.8390
O -2.9017 1.7309 -6.2106
N -2.0322 0.0763 -4.9035
N -3.8770 -0.3603 -6.2807
H -2.0899 -0.8105 -4.4429
H -1.3385 0.7370 -4.5991
H -4.6101 -0.0565 -6.8862
H -3.6844 -1.3164 -6.0584
C -0.0744 0.8836 -0.2196
O -0.0656 0.6219 1.0143
N 0.8496 1.6957 -0.8775
N -1.0708 0.3929 -1.0669
H 1.6237 2.0000 -0.3131
H 1.0123 1.6048 -1.8766
H -1.0814 0.7480 -2.0029
H -1.7162 -0.2589 -0.6556
C -1.5100 1.5612 4.6852
O -1.2626 0.3698 4.8020
N -1.0227 2.2935 3.6092
N -2.4181 2.2026 5.5106
H -0.6772 1.6775 2.8802
H -1.4468 3.1777 3.4107
H -2.9523 1.6061 6.1112
H -2.5604 3.1886 5.4408
C 1.4942 1.4509 -4.6324
O 0.8753 0.9065 -3.6794
N 2.2074 2.6414 -4.6242
N 1.4066 0.8724 -5.8790
H 2.4162 3.1562 -3.7836
H 2.9372 2.5751 -5.3119
H 1.6725 1.2789 -6.7554
H 1.1647 -0.1008 -5.9700
C -4.4127 -2.2620 -0.1763
O -3.5697 -1.6548 0.7888
C -4.2461 -1.1777 1.9292
C -5.2492 -0.0397 1.6041
N -4.7563 1.0537 0.7800
C -3.5513 1.7748 1.2293
C -3.4033 3.1100 0.5496
O -4.4135 3.9937 0.9816
C -4.4183 5.1985 0.2442
H -3.8793 -2.2764 -1.1228
H -5.3673 -1.7532 -0.3193
H -4.6080 -3.2786 0.1784
H -3.5210 -0.8191 2.6532
H -4.9455 -1.9400 2.3019
H -5.4879 0.3859 2.5895
H -6.1971 -0.4618 1.2751
H -4.2993 0.5401 0.0164
H -2.6099 1.2316 1.0767
H -3.6305 1.9740 2.3084
H -3.4072 2.9901 -0.5435
H -2.4529 3.6093 0.7930
H -3.6177 5.8592 0.5953
H -5.3921 5.6833 0.2863
H -4.2803 4.9583 -0.8195
C 4.4653 -3.9893 0.2536
O 3.7716 -3.3507 1.2905
C 2.9946 -2.2298 0.7993
C 3.8085 -1.0160 1.2212
N 4.0923 -0.9937 2.6543
C 2.8973 -0.8385 3.4784
C 3.0260 -0.0032 4.7406
O 4.0735 -0.3540 5.6186
C 3.9935 -1.6788 6.0471
H 5.1056 -4.7680 0.6589
H 5.0594 -3.2748 -0.3397
H 3.8193 -4.4320 -0.5206
H 2.0955 -2.2288 1.4216
H 2.7322 -2.4168 -0.2402
H 3.3366 -0.0657 0.9668
H 4.7702 -1.0503 0.6949
H 4.6494 -1.7780 2.9548
H 2.3515 -1.7844 3.5843
H 2.1415 -0.2466 2.9406
H 2.0852 0.0030 5.3181
H 3.1022 1.0592 4.5096
H 4.8604 -1.9239 6.6627
H 3.9396 -2.5034 5.3275
H 3.1236 -1.7564 6.7155
O 3.3979 3.7309 0.4924
H 2.6941 3.5931 1.1394
H 4.2190 3.6100 0.9898
O 3.4719 3.9809 -2.3002
H 3.4646 3.6409 -1.3994
H 3.8104 4.8778 -2.2150
```

The SMILES is COCCNCCOC.COCCNCCOC.NC(N)=O.NC(N)=O.NC(N)=O.NC(N)=O.NC(N)=O.NC(N)=O.O.O. The value obtained for the energy above the lowest of the compared OMol25 structures with the same formula, charge and spin is 0.0 kJ/mol. The value obtained for the molecular weight is 662.75 g/mol. Its total charge is 0.

=====

Record 3
Computed, not measured: C31H44BrN5PtS as an isolated structure, with the ωB97M-V functional and the def2-TZVPD basis.

```
83
C31H44BrN5PtS the ωB97M-V functional and the def2-TZVPD basis
Pt -0.3425 0.3095 0.6040
C -1.7212 2.9896 0.7595
N -0.3713 2.5575 1.1754
C 0.6317 3.3985 0.5235
C -0.2933 2.5640 2.6342
C 0.3153 3.5961 3.3286
C 0.2246 3.6754 4.7127
C -0.5334 2.7294 5.3896
C -1.1111 1.6679 4.7150
C -0.9551 1.5156 3.3234
N -1.4646 0.5322 2.5421
C -1.8986 -0.7046 2.9689
C -1.5353 -1.3548 4.1549
C -2.0663 -2.5938 4.4882
C -2.9600 -3.2296 3.6441
C -3.2812 -2.6345 2.4269
C -2.7413 -1.4118 2.0703
N -2.9964 -0.7831 0.7993
C -3.3143 -1.7110 -0.2757
C -4.0543 0.2197 0.9213
H -1.8680 4.0486 1.0003
H -1.8349 2.8451 -0.3159
H -2.4609 2.3952 1.2843
H 0.4121 4.4593 0.6811
H 1.6223 3.1689 0.9078
H 0.6212 3.1974 -0.5460
H 0.8610 4.3628 2.7951
H 0.7122 4.4824 5.2422
H -0.6803 2.8213 6.4589
H -1.7186 0.9560 5.2545
H -0.8044 -0.8957 4.8060
H -1.7719 -3.0667 5.4172
H -3.3838 -4.1899 3.9064
H -3.9555 -3.1472 1.7530
H -4.3075 -2.1694 -0.1672
H -3.3120 -1.1629 -1.2222
H -2.5634 -2.4986 -0.3140
H -5.0302 -0.2546 1.0958
H -3.8317 0.8742 1.7609
H -4.1095 0.8140 0.0058
C 3.9901 -2.8703 -0.9182
C 4.1485 -2.8510 -2.4411
C 3.1198 -1.9832 -3.1738
C 1.7684 -2.6325 -3.4599
N 0.9707 -2.8587 -2.2465
C 0.2301 -1.9314 -1.6120
S 0.1239 -2.0083 0.0936
N -0.4664 -1.0171 -2.3097
C -1.2242 -1.3052 -3.5304
C -1.6519 -0.0263 -4.2436
C -0.5293 1.0041 -4.4362
C -0.5808 2.1202 -3.3927
H 4.8790 -3.2882 -0.4451
H 3.1398 -3.4666 -0.5821
H 3.8476 -1.8586 -0.5335
H 4.1215 -3.8711 -2.8389
H 5.1380 -2.4532 -2.6735
H 3.5271 -1.6796 -4.1425
H 2.9470 -1.0729 -2.5950
H 1.8958 -3.6005 -3.9479
H 1.2207 -1.9884 -4.1385
H 1.4208 -3.4784 -1.5894
H -0.8982 -0.3463 -1.6724
H -2.1137 -1.8903 -3.2741
H -0.6272 -1.9218 -4.1942
H -2.4696 0.4424 -3.6875
H -2.0635 -0.3347 -5.2063
H -0.6060 1.4490 -5.4294
H 0.4411 0.4992 -4.3899
H -1.5539 2.6150 -3.4176
H 0.1825 2.8759 -3.5861
H -0.4257 1.7362 -2.3822
Br 6.1939 1.4359 0.0514
C 4.3287 1.0844 0.1185
C 3.5554 1.2929 -1.0058
C 2.1892 1.0221 -0.9540
C 1.5812 0.5653 0.2101
C 2.3999 0.3554 1.3290
C 3.7635 0.6100 1.2931
H 4.0097 1.6498 -1.9214
H 1.6049 1.1786 -1.8519
H 1.9642 -0.0101 2.2523
H 4.3793 0.4360 2.1652
```

The value obtained for the energy above the lowest of the compared OMol25 structures with the same formula, charge and spin is 124.5 kJ/mol. The value obtained for the molecular weight is 793.78 g/mol. Its total charge is 0.

=====

Record 4
Computed, not measured: a 4-piece molecular cluster, C23H27F24N3O5P overall, with the ωB97M-V functional and the def2-TZVPD basis.

```
83
C23H27F24N3O5P the ωB97M-V functional and the def2-TZVPD basis
C 0.3531 2.8062 -2.4212
C -0.4626 1.4263 -2.4850
C -1.8838 1.7013 -1.9294
C -2.8198 2.4392 -2.7225
N -3.9962 2.4932 -1.9602
C -3.7553 1.8405 -0.8117
P -5.1696 1.7324 0.4056
N -6.4101 2.4162 -0.3215
N -2.4778 1.3415 -0.7027
C -1.8061 0.6117 0.3887
C -2.6611 -0.5382 1.0571
C -1.8583 -1.8938 0.9182
O -0.9194 -2.1806 1.5870
O -2.3272 -2.7857 -0.0250
H 0.1760 3.3363 -3.3836
H -0.1219 3.4084 -1.6003
H 1.4216 2.5872 -2.2045
H -0.5649 1.1134 -3.5589
H 0.0621 0.5876 -1.9662
H -2.6242 2.8748 -3.7171
H -4.8718 2.9589 -2.2187
H -4.8876 2.3748 1.6443
H -5.5260 0.3599 0.6037
H -6.7529 3.2037 0.2318
H -1.5535 1.3587 1.1906
H -0.8259 0.2406 0.0039
H -2.6881 -0.3262 2.1568
H -3.6773 -0.6814 0.6281
H -2.8346 -2.2550 -0.6664
C 2.9283 0.1357 2.1521
C 2.9484 -1.2508 1.4787
C 2.1657 -2.3579 2.1859
F 2.6275 -2.6048 3.4267
F 2.2744 -3.5226 1.4982
F 4.2301 -1.6189 1.2728
F 2.3956 -1.0926 0.2337
O 4.0463 0.4845 2.9628
C 4.0538 0.0524 4.2935
C 5.1823 -0.9422 4.5818
F 5.0982 -2.0279 3.7869
F 5.1098 -1.3776 5.8601
F 2.8395 -0.4256 4.6267
F 4.2411 1.1575 5.0454
H 2.9617 0.8618 1.3372
H 1.9834 0.3305 2.6639
H 1.1045 -2.1093 2.2513
H 6.1583 -0.4779 4.4235
C -2.7464 -6.4300 1.2394
C -4.1610 -5.8164 1.2355
C -4.5175 -4.9406 2.4373
F -4.4711 -5.6129 3.5990
F -5.7875 -4.4720 2.3124
F -5.0685 -6.8008 1.0662
F -4.2471 -5.0288 0.1207
O -2.6225 -7.7775 1.6875
C -2.5169 -8.0055 3.0630
C -3.7126 -8.7817 3.6223
F -4.8739 -8.1346 3.3896
F -3.5974 -8.9226 4.9626
F -2.3050 -6.8410 3.7064
F -1.3989 -8.7397 3.2373
H -2.4393 -6.4738 0.1931
H -2.0152 -5.7765 1.7191
H -3.8481 -4.0774 2.5052
H -3.7776 -9.7732 3.1691
C 3.0511 6.6627 -4.9558
C 2.4670 5.7771 -3.8358
C 2.9709 6.0791 -2.4209
F 4.2985 5.9180 -2.3029
F 2.4038 5.2290 -1.5221
F 2.6585 4.4744 -4.1587
F 1.1125 5.9663 -3.8454
O 4.1400 6.1308 -5.7076
C 5.4323 6.2718 -5.1891
C 6.0734 4.9255 -4.8388
F 5.3302 4.2419 -3.9412
F 7.2914 5.1139 -4.2846
F 5.4189 7.1285 -4.1511
F 6.1619 6.8644 -6.1553
H 2.2540 6.7722 -5.6933
H 3.2569 7.6778 -4.6122
H 2.7142 7.0991 -2.1217
H 6.1856 4.3058 -5.7311
```

The value obtained for the molecular weight is 912.41 g/mol. Its total charge is +1.

=====

Record 5
Computed, not measured: a single C8H12O3 molecule, with the ωB97M-V functional and the def2-TZVPD basis.

```
23
C8H12O3 the ωB97M-V functional and the def2-TZVPD basis
C 1.3972 -0.9938 1.1077
C 0.5218 0.1556 0.6959
C -0.9434 -0.0675 1.2210
C -1.2964 0.4541 -0.8358
C -1.8552 -0.9868 -0.6892
C -1.5415 -1.3578 0.5747
C 0.2747 0.3543 -0.8323
C 1.0693 1.5729 -1.2445
H 0.8223 -2.1702 -0.2379
H 2.5066 -0.7277 0.8351
H 1.4714 -1.0651 2.2063
H 0.9591 1.0693 1.0521
H -1.2571 0.0912 2.2473
H -1.7311 0.9964 -1.7054
H -2.5154 -1.4846 -1.4506
H -1.6747 -2.3045 1.1854
H 0.6336 -0.5045 -1.4127
H 1.1230 1.6024 -2.3659
H 2.1802 1.5104 -0.9376
H -0.2336 2.3610 -0.0789
O 1.0374 -2.2702 0.7302
O -1.5369 1.0096 0.4664
O 0.5886 2.7555 -0.5311
```

The SMILES is OC[C@H]1[C@H](CO)[C@H]2C=C[C@@H]1O2. The value obtained for the energy above the lowest of the compared OMol25 structures with the same formula, charge and spin is 269.4 kJ/mol. The value obtained for the molecular weight is 156.18 g/mol. Its total charge is 0.

=====

Record 6
Computed, not measured: C43H38F3N2O3PbSb as an isolated structure, with the ωB97M-V functional and the def2-TZVPD basis.

```
91
C43H38F3N2O3PbSb the ωB97M-V functional and the def2-TZVPD basis
Pb -1.5200 0.4423 -0.8919
C 1.5414 -0.1590 -4.7881
O 2.3768 -0.6397 -3.7339
C 2.6668 0.3233 -2.7900
C 3.9573 0.7798 -2.6842
C 4.3060 1.7379 -1.7235
C 3.3314 2.2297 -0.8948
C 1.9999 1.7748 -0.9734
C 1.0699 2.3664 -0.0476
N -0.1804 2.0999 0.1292
N -0.7601 2.8361 1.1526
C -2.0303 2.5695 1.2971
O -2.7094 1.7512 0.5740
C -2.7358 3.2445 2.4240
C -2.0636 4.1003 3.2937
C -2.7380 4.6834 4.3537
C -4.0869 4.4184 4.5550
C -4.7600 3.5682 3.6897
C -4.0862 2.9825 2.6281
C 1.6432 0.7851 -1.9175
O 0.4412 0.2943 -2.0140
H 1.4975 -0.9444 -5.5384
H 1.9769 0.7419 -5.2280
H 0.5370 0.0525 -4.4178
H 4.6970 0.3787 -3.3663
H 5.3257 2.0884 -1.6487
H 3.5747 2.9847 -0.1563
H 1.4735 3.1423 0.6034
H -1.0140 4.2968 3.1263
H -2.2110 5.3472 5.0269
H -4.6112 4.8751 5.3845
H -5.8116 3.3612 3.8411
H -4.5938 2.3159 1.9441
C -3.8215 -3.7365 0.9592
C -3.9612 -2.3560 1.5903
C -4.8246 -1.4476 0.7094
C -2.6368 -1.6760 1.8704
C -2.5766 -0.6398 2.8047
C -1.4008 0.0433 3.0511
C -0.2312 -0.2610 2.3539
C 1.0526 0.4606 2.6513
C -0.2902 -1.2762 1.4055
C -1.4710 -1.9940 1.1882
H -4.8012 -4.2078 0.8725
H -3.1782 -4.3891 1.5508
H -3.4018 -3.6735 -0.0486
H -4.4687 -2.4747 2.5534
H -4.3621 -1.3318 -0.2757
H -4.9286 -0.4519 1.1406
H -5.8185 -1.8746 0.5657
H -3.4733 -0.3621 3.3480
H -1.3893 0.8420 3.7840
H 1.5011 0.0751 3.5696
H 0.8672 1.5266 2.7886
H 1.7759 0.3296 1.8462
H 0.6047 -1.5422 0.8527
H -1.4561 -2.8162 0.4834
F 5.3482 -6.7615 -5.0699
C 4.5476 -5.9530 -4.3472
C 4.9557 -4.6591 -4.1041
C 4.1217 -3.8370 -3.3565
C 2.9044 -4.3010 -2.8654
C 2.5305 -5.6158 -3.1359
C 3.3482 -6.4539 -3.8780
Sb 1.6735 -2.9457 -1.7578
C 0.7690 -4.4011 -0.4418
C 1.2271 -4.4594 0.8736
C 0.6633 -5.3216 1.8039
C -0.3778 -6.1291 1.3964
F -0.9469 -6.9597 2.2929
C -0.8627 -6.1129 0.1040
C -0.2801 -5.2448 -0.8091
C 0.0516 -2.9992 -3.1565
C 0.2553 -3.2885 -4.5013
C -0.7946 -3.2631 -5.4112
C -2.0550 -2.9418 -4.9539
F -3.0800 -2.9162 -5.8291
C -2.3058 -2.6537 -3.6269
C -1.2406 -2.6862 -2.7392
H 5.9030 -4.3119 -4.4934
H 4.4278 -2.8147 -3.1647
H 1.5888 -6.0015 -2.7625
H 3.0737 -7.4777 -4.0936
H 2.0367 -3.8116 1.1942
H 1.0105 -5.3663 2.8273
H -1.6795 -6.7671 -0.1705
H -0.6663 -5.2228 -1.8214
H 1.2481 -3.5436 -4.8535
H -0.6476 -3.4909 -6.4584
H -3.3136 -2.4214 -3.3078
H -1.4356 -2.4881 -1.6908
```

The value obtained for the energy above the lowest of the compared OMol25 structures with the same formula, charge and spin is 4.8 kJ/mol. The value obtained for the molecular weight is 1016.74 g/mol. Its total charge is 0.

=====

HOMO for every record listed, in sequence, given in eV: -10.07; -8.28; -6.09; -12.88; -9.51; -7.87.